Entry 1:
{
  "formula": "C31H64BFINO34P3S7",
  "method": "ωB97M-V/def2-TZVPD",
  "total_charge": -1,
  "e_tot_ha": -8066.18064,
  "species": ["C", "C", "O", "O", "C", "C", "C", "C", "C", "C", "B", "F", "O", "C", "C", "C", "C", "I", "P", "C", "C", "C", "P", "C", "C", "P", "N", "O", "O", "O", "H", "H", "H", "H", "H", "H", "H", "H", "H", "H", "H", "H", "H", "H", "H", "H", "H", "H", "H", "H", "H", "H", "H", "H", "H", "H", "H", "H", "H", "H", "H", "H", "H", "H", "H", "H", "C", "C", "O", "S", "O", "O", "O", "H", "H", "H", "H", "C", "C", "O", "S", "O", "O", "O", "H", "H", "H", "H", "C", "C", "O", "S", "O", "O", "O", "H", "H", "H", "H", "C", "C", "O", "S", "O", "O", "O", "H", "H", "H", "H", "C", "C", "O", "S", "O", "O", "O", "H", "H", "H", "H", "C", "C", "O", "S", "O", "O", "O", "H", "H", "H", "H", "C", "C", "O", "S", "O", "O", "O", "H", "H", "H", "H"],
  "positions_angstrom": [[6.1639, 0.1064, -1.5345], [6.2214, 0.3187, -3.1225], [6.0600, -0.7096, -3.8337], [6.4780, 1.5592, -3.7542], [5.2058, 2.2455, -4.0913], [5.1275, 3.5257, -3.1310], [4.4401, 4.8132, -3.7872], [2.8712, 4.9784, -3.4796], [2.4563, 4.7390, -1.9459], [1.9844, 3.2085, -1.7915], [0.4033, 2.9995, -1.4201], [-0.0686, 4.0588, -0.5235], [0.4243, 1.7668, -0.5601], [-0.6380, 0.8054, -0.8112], [-1.9166, 0.8822, 0.2019], [-1.9922, 2.2210, 1.0747], [-2.7222, 1.7928, 2.4657], [-3.3443, 3.7284, 0.1811], [0.1859, -0.8162, -0.2786], [-0.9204, -2.3181, -0.5641], [0.8326, -0.7004, 1.4904], [-0.8686, 1.1323, -2.3747], [0.2292, 0.3269, -3.7045], [0.5032, 1.6852, -5.0324], [1.9719, -0.0743, -3.1006], [-2.6159, 0.8519, -3.1180], [-2.5351, 0.5866, -4.7122], [-3.6582, 2.1856, -2.8706], [-3.2428, -0.6215, -2.4651], [-0.5315, 2.5460, -2.4891], [6.2579, 1.1137, -0.9869], [7.0460, -0.5449, -1.1866], [5.1923, -0.3879, -1.1897], [5.2672, 2.4935, -5.2000], [4.3806, 1.4915, -3.8533], [6.2183, 3.8184, -2.9068], [4.6835, 3.1970, -2.1362], [4.5317, 4.6796, -4.9320], [4.9919, 5.7982, -3.5636], [2.2216, 4.3451, -4.1763], [2.5983, 6.0718, -3.7194], [3.4313, 4.8434, -1.3315], [1.7353, 5.5091, -1.5225], [2.5842, 2.6833, -0.9585], [2.2072, 2.6871, -2.7799], [-2.9153, 0.7109, -0.3157], [-1.8061, 0.0171, 0.9619], [-0.9905, 2.6594, 1.3784], [-1.9697, 1.2921, 3.1700], [-3.0427, 2.7644, 2.9988], [-3.6682, 1.1876, 2.2892], [-0.3677, -3.2419, -0.1508], [-1.0188, -2.4855, -1.6868], [-1.9118, -2.2745, -0.0006], [1.4047, 0.2978, 1.5677], [1.5983, -1.5268, 1.6508], [0.0164, -0.6544, 2.2890], [0.6011, 1.2382, -6.0834], [1.5029, 2.2077, -4.8149], [-0.3498, 2.4335, -5.0764], [2.6824, 0.0463, -3.9894], [2.3074, 0.4690, -2.1576], [1.9810, -1.1988, -2.8485], [-3.1057, 1.3227, -5.1538], [-4.4442, 1.8028, -2.4020], [-2.7245, -1.3624, -2.8702], [1.0081, -7.8034, -0.4278], [-0.4983, -8.0000, -0.3648], [-0.9000, -7.3817, 0.8589], [0.0757, -6.1214, 1.1599], [-0.5787, -4.9301, 0.7080], [0.6002, -6.2608, 2.4849], [1.2396, -6.4956, 0.0971], [1.5279, -8.5237, 0.2101], [1.3915, -7.8784, -1.4456], [-0.7815, -9.0523, -0.3755], [-0.9994, -7.4805, -1.1867], [2.8641, 9.9770, -1.2149], [1.7301, 9.1093, -1.7382], [1.8690, 9.1381, -3.1594], [3.4410, 9.2664, -3.5360], [3.9405, 7.9567, -3.8240], [3.6041, 10.3746, -4.4276], [3.9762, 9.6986, -2.0666], [2.6228, 11.0400, -1.3059], [3.1125, 9.7495, -0.1779], [0.7501, 9.4806, -1.4397], [1.8414, 8.0721, -1.4084], [-6.5661, 0.3247, 4.9578], [-6.6327, -0.3484, 6.3206], [-5.2711, -0.4790, 6.7308], [-4.4162, 0.7656, 6.1349], [-4.2967, 1.7628, 7.1565], [-3.2909, 0.2364, 5.4285], [-5.5089, 1.2753, 5.0545], [-6.2991, -0.3857, 4.1734], [-7.5019, 0.8201, 4.6971], [-7.1173, -1.3238, 6.2815], [-7.1488, 0.2848, 7.0487], [4.5425, -1.2602, 4.0582], [4.6043, -0.0061, 4.9137], [5.1513, 0.9986, 4.0576], [4.6798, 0.7094, 2.5321], [3.5436, 1.5324, 2.2494], [5.8433, 0.6800, 1.6982], [4.1621, -0.8114, 2.7551], [5.5256, -1.7343, 3.9813], [3.8213, -1.9826, 4.4387], [5.2256, -0.1369, 5.7992], [3.6035, 0.3148, 5.2163], [-5.3773, -4.3218, 0.8051], [-3.9112, -3.9664, 0.9870], [-3.9142, -2.6060, 1.4167], [-5.2451, -2.3284, 2.2971], [-4.8972, -2.4361, 3.6835], [-5.9183, -1.1881, 1.7534], [-6.0638, -3.6632, 1.8739], [-5.7632, -3.9300, -0.1392], [-5.5492, -5.3977, 0.8484], [-3.3383, -4.0780, 0.0677], [-3.4528, -4.5704, 1.7758], [-0.1961, -3.2504, 5.4922], [0.4666, -4.2995, 4.6143], [1.8713, -4.0953, 4.7898], [2.1438, -3.5685, 6.2988], [2.5237, -4.6890, 7.1058], [2.9240, -2.3677, 6.2265], [0.6160, -3.1753, 6.6668], [-0.1893, -2.2693, 5.0092], [-1.2202, -3.5176, 5.7535], [0.1904, -4.1987, 3.5668], [0.2279, -5.3099, 4.9571], [-5.0339, -4.2424, -4.3950], [-4.9849, -3.4128, -3.1219], [-4.3011, -4.2355, -2.1716], [-3.2126, -5.1521, -2.9519], [-1.9342, -4.5168, -2.8514], [-3.4301, -6.5201, -2.5864], [-3.7768, -4.9199, -4.4534], [-5.8248, -4.9963, -4.3454], [-5.1760, -3.6262, -5.2830], [-5.9779, -3.1483, -2.7587], [-4.3967, -2.5017, -3.2655]]
}

Entry 2:
{
  "formula": "C31H65Cl21FNO7P4S2",
  "method": "ωB97M-V/def2-TZVPD",
  "total_charge": 0,
  "e_tot_ha": -13727.36189,
  "smiles": "CCCC[C@]1([PH2]=S)[C@@](C[C@@H](C)F)(P(N)O)[C@@](Cl)(CCCP(=O)(OCC)OCC)[C@@H](P(C)CC)OS1(=O)=O.ClCCl.ClCCl.ClCCl.ClCCl.ClCCl.ClCCl.ClCCl.ClCCl.ClCCl.ClCCl",
  "species": ["C", "C", "C", "C", "C", "P", "S", "C", "C", "C", "C", "F", "P", "N", "O", "C", "Cl", "C", "C", "C", "P", "O", "O", "C", "C", "O", "C", "C", "C", "P", "C", "C", "C", "O", "S", "O", "O", "H", "H", "H", "H", "H", "H", "H", "H", "H", "H", "H", "H", "H", "H", "H", "H", "H", "H", "H", "H", "H", "H", "H", "H", "H", "H", "H", "H", "H", "H", "H", "H", "H", "H", "H", "H", "H", "H", "H", "H", "H", "H", "H", "H", "H", "C", "Cl", "Cl", "H", "H", "C", "Cl", "Cl", "H", "H", "C", "Cl", "Cl", "H", "H", "C", "Cl", "Cl", "H", "H", "C", "Cl", "Cl", "H", "H", "C", "Cl", "Cl", "H", "H", "C", "Cl", "Cl", "H", "H", "C", "Cl", "Cl", "H", "H", "C", "Cl", "Cl", "H", "H", "C", "Cl", "Cl", "H", "H"],
  "positions_angstrom": [[2.5092, -3.9096, -0.5555], [3.0719, -2.7306, -1.3484], [3.4165, -1.5370, -0.4358], [2.2673, -0.5299, -0.4357], [2.4128, 0.8177, 0.3642], [3.7590, 0.5997, 1.6617], [5.6331, 0.7980, 1.2459], [0.9997, 1.3183, 0.9405], [0.1912, 0.1741, 1.6400], [0.8068, -1.0485, 2.3409], [0.7353, -1.0773, 3.8554], [0.0312, -2.1527, 1.8849], [0.9702, 2.7334, 2.3147], [2.4665, 3.5189, 2.2514], [1.1075, 1.8647, 3.7167], [0.0535, 1.9034, -0.2156], [-0.4913, 0.5830, -1.3803], [-1.2691, 2.5712, 0.2237], [-2.3893, 1.7904, 0.9355], [-3.7875, 2.1501, 0.3891], [-4.7075, 0.8281, -0.4401], [-5.9249, 0.4294, 0.2796], [-5.0732, 1.3449, -1.9069], [-4.0230, 1.7246, -2.8206], [-3.6119, 0.5805, -3.7190], [-3.6410, -0.3252, -0.6435], [-4.0738, -1.7028, -0.7836], [-2.8588, -2.6096, -0.6533], [0.7316, 2.9224, -1.1508], [0.9793, 4.6659, -0.4488], [-0.6074, 5.4725, -0.9391], [2.0691, 5.3651, -1.7520], [1.7141, 5.1023, -3.2286], [1.9095, 2.3667, -1.7450], [3.1627, 1.9810, -0.8571], [3.6442, 3.1594, -0.2230], [3.9824, 1.2288, -1.7390], [3.2891, -4.3668, 0.0578], [1.7063, -3.5796, 0.1121], [2.0872, -4.6775, -1.2040], [2.3307, -2.4221, -2.0894], [3.9829, -3.0394, -1.8568], [3.5786, -1.9455, 0.5664], [4.3380, -1.0595, -0.7624], [2.0712, -0.2725, -1.4711], [1.3699, -1.0370, -0.0908], [3.4434, -0.6668, 2.1557], [3.3462, 1.4018, 2.7195], [-0.4484, -0.2749, 0.8921], [-0.4842, 0.6429, 2.3566], [1.8112, -1.2883, 2.0012], [1.6588, -0.7178, 4.3155], [0.5899, -2.1100, 4.1655], [-0.0901, -0.4748, 4.2260], [3.0388, 3.3728, 3.0759], [2.2683, 4.5120, 2.1660], [1.8812, 1.2908, 3.8045], [-1.6833, 2.9538, -0.7115], [-1.0368, 3.4499, 0.8216], [-2.3628, 2.0415, 1.9968], [-2.2517, 0.7189, 0.8693], [-3.7312, 3.0288, -0.2535], [-4.4683, 2.4065, 1.2009], [-4.4393, 2.5367, -3.4155], [-3.1645, 2.1254, -2.2748], [-2.7031, 0.8490, -4.2595], [-3.3889, -0.3145, -3.1402], [-4.3886, 0.3367, -4.4403], [-4.8263, -1.8905, -0.0201], [-4.5421, -1.7992, -1.7652], [-2.9149, -3.2329, 0.2375], [-1.9578, -2.0041, -0.5718], [-2.7498, -3.2584, -1.5213], [0.0584, 3.0216, -2.0016], [-0.3507, 6.4637, -1.3143], [-1.2463, 5.5925, -0.0658], [-1.1577, 4.9515, -1.7246], [3.0785, 5.0261, -1.5315], [2.0544, 6.4390, -1.5537], [0.7484, 4.6117, -3.3566], [1.6794, 6.0317, -3.7963], [2.4613, 4.4665, -3.7002], [6.2316, -5.8615, -1.8678], [6.2806, -4.2626, -1.1119], [4.8349, -6.8032, -1.3438], [6.1647, -5.7264, -2.9412], [7.1342, -6.3946, -1.5957], [-4.9623, -2.9408, -6.1124], [-4.4771, -1.3181, -6.6134], [-5.1676, -3.0713, -4.3585], [-5.9110, -3.1721, -6.5806], [-4.1889, -3.6357, -6.4147], [2.8002, -8.5944, 1.9508], [2.0283, -9.6713, 0.7762], [2.7531, -6.9034, 1.4478], [2.2712, -8.6887, 2.8910], [3.8369, -8.8924, 2.0496], [2.9699, 3.1938, 6.2526], [4.3210, 3.5138, 5.1444], [2.7374, 4.5054, 7.4099], [2.0686, 3.0872, 5.6591], [3.1982, 2.2854, 6.7981], [-0.5319, -3.1178, 7.5764], [1.2102, -3.0120, 7.2803], [-1.4693, -2.1889, 6.4057], [-0.8192, -4.1586, 7.4933], [-0.7332, -2.7285, 8.5665], [1.2912, 7.8430, 2.7095], [0.5520, 6.2409, 2.8373], [1.5307, 8.3352, 1.0280], [0.6327, 8.5590, 3.1852], [2.2573, 7.8097, 3.1983], [6.1717, -1.0130, 6.4417], [6.9668, -0.8307, 8.0079], [5.4386, 0.4985, 5.8820], [6.9135, -1.3126, 5.7118], [5.3901, -1.7542, 6.5434], [-8.5714, 1.0724, -2.5934], [-9.2334, -0.1009, -3.7405], [-8.7498, 2.7413, -3.1660], [-9.1020, 0.9753, -1.6547], [-7.5148, 0.8703, -2.4588], [3.1379, -9.0020, -4.3736], [3.6847, -7.3562, -4.7331], [2.6624, -9.2190, -2.6856], [2.2780, -9.2098, -4.9983], [3.9527, -9.6822, -4.5886], [-9.4329, 2.2074, -6.8204], [-9.7839, 0.6990, -7.6727], [-8.4297, 3.3073, -7.7769], [-10.3719, 2.7026, -6.6069], [-8.9022, 1.9647, -5.9085]]
}

Entry 3:
{
  "formula": "C31H68Br24N4O2PS2",
  "method": "ωB97M-V/def2-TZVPD",
  "total_charge": 1,
  "e_tot_ha": -64505.42703,
  "species": ["N", "C", "C", "C", "N", "C", "N", "N", "C", "C", "C", "S", "P", "O", "O", "S", "H", "H", "H", "H", "H", "H", "H", "H", "H", "H", "H", "H", "H", "H", "H", "H", "H", "H", "H", "H", "Br", "C", "C", "Br", "H", "H", "H", "H", "Br", "C", "C", "Br", "H", "H", "H", "H", "Br", "C", "C", "Br", "H", "H", "H", "H", "Br", "C", "C", "Br", "H", "H", "H", "H", "Br", "C", "C", "Br", "H", "H", "H", "H", "Br", "C", "C", "Br", "H", "H", "H", "H", "Br", "C", "C", "Br", "H", "H", "H", "H", "Br", "C", "C", "Br", "H", "H", "H", "H", "Br", "C", "C", "Br", "H", "H", "H", "H", "Br", "C", "C", "Br", "H", "H", "H", "H", "Br", "C", "C", "Br", "H", "H", "H", "H", "Br", "C", "C", "Br", "H", "H", "H", "H"],
  "positions_angstrom": [[-3.2276, 3.6379, 1.4717], [-2.3407, 2.4364, 1.4254], [-2.5907, 1.7561, 0.0822], [-2.1698, 2.6645, -1.0934], [-1.2537, 2.0116, -2.0379], [-0.0447, 1.6346, -1.7670], [0.6561, 0.9863, -2.7721], [0.4466, 1.8849, -0.4731], [1.1755, 0.6445, 0.0009], [1.3114, 0.5461, 1.5099], [1.9728, -0.7880, 1.8482], [0.9509, -2.2622, 1.6117], [1.4703, 3.2751, -0.4831], [2.6726, 3.0641, -1.5016], [0.5344, 4.3209, -1.2262], [1.9886, 3.8843, 1.2390], [-2.6649, 4.4472, 1.2362], [-3.9256, 3.5132, 0.7476], [-1.3093, 2.7778, 1.4925], [-2.5268, 1.7821, 2.2718], [-1.9363, 0.8821, 0.0310], [-3.6315, 1.4645, -0.0328], [-1.7258, 3.5925, -0.7508], [-3.0389, 2.9408, -1.6842], [-1.5860, 1.8229, -2.9812], [0.4526, -0.0120, -2.7385], [1.6586, 1.1063, -2.6441], [2.1505, 0.5004, -0.4718], [0.5723, -0.2011, -0.3268], [0.3607, 0.6635, 2.0254], [2.0264, 1.2987, 1.8298], [2.8486, -0.8605, 1.2026], [2.3073, -0.8003, 2.8811], [-0.0827, -1.8640, 0.8701], [3.0710, 2.1790, -1.4703], [0.7090, 5.1917, -0.8313], [0.9711, -1.2163, 5.6517], [2.2988, -1.5843, 7.0249], [3.6945, -1.3306, 6.5223], [4.3053, -2.7445, 5.3326], [2.1412, -2.6113, 7.3397], [2.0660, -0.9124, 7.8478], [4.4004, -1.3216, 7.3495], [3.7732, -0.4017, 5.9671], [-2.7643, 3.7882, 3.8370], [-2.3844, 3.4175, 5.7320], [-2.7807, 4.5560, 6.6299], [-1.4983, 6.0206, 6.5410], [-1.3285, 3.1803, 5.8089], [-2.9711, 2.5335, 5.9585], [-2.7867, 4.2466, 7.6728], [-3.7496, 4.9723, 6.3724], [-4.1516, -0.0642, 5.8248], [-2.5070, -0.8777, 6.4779], [-2.2487, -0.5636, 7.9276], [-1.5841, 1.2498, 8.1826], [-1.7097, -0.5285, 5.8298], [-2.6460, -1.9482, 6.3391], [-1.4665, -1.2110, 8.3171], [-3.1380, -0.6598, 8.5429], [-0.3907, 4.7485, -6.7246], [-1.6952, 5.6567, -5.6145], [-1.9562, 4.8984, -4.3432], [-3.0792, 3.3383, -4.6968], [-2.5888, 5.7730, -6.2208], [-1.2717, 6.6352, -5.3991], [-2.5151, 5.5108, -3.6383], [-1.0475, 4.5390, -3.8679], [6.1047, -0.3148, -5.8873], [4.6446, 0.9011, -5.4999], [4.7565, 1.4805, -4.1181], [4.2348, 0.1559, -2.7666], [3.7254, 0.3420, -5.6505], [4.7119, 1.6897, -6.2460], [4.0675, 2.3146, -3.9980], [5.7609, 1.8030, -3.8618], [-8.5190, 4.3291, -5.3497], [-6.8255, 3.6612, -6.0253], [-6.8540, 2.1731, -6.2465], [-6.7303, 1.1821, -4.5722], [-6.0644, 3.9598, -5.3120], [-6.6650, 4.1768, -6.9701], [-5.9905, 1.8620, -6.8308], [-7.7625, 1.8390, -6.7365], [-0.7493, -4.3025, 4.6010], [1.0634, -4.8590, 4.1779], [1.1977, -6.3570, 4.1495], [1.2439, -7.1095, 5.9391], [1.7127, -4.3930, 4.9124], [1.2702, -4.4406, 3.1974], [2.1430, -6.6428, 3.6929], [0.3808, -6.8431, 3.6257], [-4.6863, -1.5218, 10.1124], [-5.6557, -1.6980, 8.4370], [-5.8365, -3.1351, 8.0284], [-4.1995, -3.9071, 7.3152], [-5.1032, -1.1279, 7.6972], [-6.6217, -1.2298, 8.6117], [-6.5644, -3.2054, 7.2234], [-6.1440, -3.7713, 8.8520], [2.8973, -10.8805, 6.6480], [1.0154, -11.0050, 7.1125], [0.2807, -11.9700, 6.2213], [-0.0642, -11.2126, 4.4633], [0.6122, -9.9984, 7.0574], [0.9946, -11.3508, 8.1435], [-0.6995, -12.1956, 6.6351], [0.8305, -12.8919, 6.0630], [-3.6897, 4.6361, -8.7659], [-2.1666, 4.0389, -9.8223], [-2.3977, 4.2516, -11.2942], [-3.6089, 2.9250, -12.0320], [-2.0014, 2.9961, -9.5711], [-1.3261, 4.6346, -9.4767], [-1.4654, 4.1308, -11.8411], [-2.8249, 5.2249, -11.5129], [1.9564, -1.3132, -7.5551], [3.1132, -2.6761, -6.7760], [2.5955, -4.0628, -7.0439], [1.0822, -4.4925, -5.9022], [3.1869, -2.4591, -5.7147], [4.0840, -2.5298, -7.2438], [3.3577, -4.8016, -6.8074], [2.2655, -4.1950, -8.0691], [9.8048, 2.0484, -4.4709], [10.2031, 0.8018, -5.9097], [9.9955, -0.6274, -5.4847], [11.4363, -1.2646, -4.3506], [11.2228, 1.0018, -6.2218], [9.5186, 1.0612, -6.7144], [9.9990, -1.2823, -6.3536], [9.0742, -0.7637, -4.9273]]
}